{"formula": "C3H3FO", "method": "wB97M-V/def2-TZVPD", "largest_force_ev_per_a": 3.9, "total_energy_ev": -7919.5327, "homo_energy_ev": [-10.4, -10.4], "e_above_lowest_kj_mol": 362.9, "homo_lumo_gap_ev": [9.20, 9.20], "lumo_ev": [-1.163, -1.162], "elements": ["C", "C", "C", "O", "F", "H", "H", "H"], "xyz": [[-0.49371, -0.67802, -0.18234], [-0.86792, 0.59240, -0.53622], [0.52936, 0.01218, 0.58537], [0.13055, 1.28200, 0.18332], [2.33127, -0.40400, -0.34251], [-0.95429, -1.74461, -0.22441], [-1.60902, 1.08432, -1.15441], [0.93376, -0.14427, 1.67120]], "forces_ev_per_a": [[-1.77, -0.47, -0.51], [0.15, -2.13, 0.00], [3.57, -0.84, 1.22], [0.58, -0.24, -0.14], [-3.26, 0.79, 1.70], [1.28, 2.38, -0.11], [0.06, 0.14, 0.30], [-0.61, 0.38, -2.45]]}

=====

{"formula": "C7H19BrCl3HfN3O20", "method": "wB97M-V/def2-TZVPD", "largest_force_ev_per_a": 3.8, "charge": -2, "total_energy_ev": -161875.9693, "homo_energy_ev": -3.7, "homo_lumo_gap_ev": 8.10, "lumo_ev": 4.371, "elements": ["Hf", "Cl", "O", "O", "O", "O", "Cl", "O", "O", "O", "O", "Cl", "O", "O", "O", "O", "C", "C", "O", "H", "H", "H", "H", "H", "C", "C", "O", "H", "H", "H", "H", "H", "Br", "C", "N", "O", "O", "H", "H", "H", "C", "N", "O", "O", "H", "H", "H", "C", "N", "O", "O", "H", "H", "H"], "xyz": [[0.20437, 0.08136, 0.40065], [-1.59661, 3.33363, 1.79107], [-0.79886, 2.55729, 0.89030], [-0.80778, 3.30365, 3.03050], [-1.76331, 4.68927, 1.24366], [-2.84729, 2.63100, 2.03469], [0.05602, -1.88218, -3.12099], [-1.24796, -1.53417, -3.57632], [0.19667, -1.47270, -1.69476], [0.21851, -3.29112, -3.12914], [1.10109, -1.22614, -3.86380], [0.60866, -3.63961, 1.99620], [-0.57250, -4.06203, 2.64473], [0.99002, -4.76807, 1.24250], [0.32963, -2.43588, 1.21167], [1.60454, -3.30113, 2.95553], [-4.01642, 0.02694, -1.19388], [-3.39178, -0.86621, -0.11852], [-2.07691, -0.40885, 0.09790], [-5.10495, 0.00038, -1.14376], [-3.71176, -0.34578, -2.17181], [-3.74705, 1.06576, -1.00312], [-3.41583, -1.94483, -0.27370], [-4.02568, -0.81968, 0.76697], [3.88067, 2.51803, -1.29972], [2.42676, 2.42070, -1.65343], [1.72323, 1.35429, -0.97071], [3.90925, 2.51211, -0.21011], [4.47901, 3.27913, -1.80052], [4.34581, 1.55953, -1.52997], [2.24041, 2.37404, -2.72636], [1.99933, 3.37139, -1.33472], [2.01505, 0.74218, 2.51358], [4.37930, -2.61723, 1.19863], [3.98742, -1.55718, 0.26355], [2.80537, -1.30939, 0.01115], [4.91103, -0.79873, -0.02854], [5.33495, -2.98542, 0.82544], [3.60733, -3.38675, 1.19989], [4.32726, -2.29102, 2.23736], [-2.61594, -0.38061, 4.53482], [-1.26747, -0.70232, 3.89095], [-0.55504, -1.46661, 4.51204], [-0.98855, -0.16173, 2.77739], [-3.42756, -0.90039, 4.02569], [-2.68539, 0.69984, 4.40873], [-2.53426, -0.49842, 5.61535], [-1.04532, 1.69534, -4.26651], [-1.42756, 1.90326, -2.83267], [-0.93973, 1.15560, -1.98744], [-2.16929, 2.81233, -2.61109], [-0.99817, 2.68924, -4.71151], [-1.82069, 1.08807, -4.73355], [-0.08201, 1.18984, -4.33429]], "forces_ev_per_a": [[-1.09, 0.94, -2.20], [0.38, -0.03, 2.65], [1.13, -1.68, -2.57], [-1.17, 1.15, -0.55], [-0.10, -1.86, 0.83], [0.25, 1.14, -0.48], [0.99, 0.56, 2.23], [-0.47, 0.51, -0.51], [-0.03, 0.46, 0.33], [0.16, -0.76, -0.46], [-0.48, 0.02, -0.30], [-0.57, 0.17, 1.36], [-1.92, 0.60, 1.09], [1.54, -0.35, -2.15], [-0.07, 0.65, -1.04], [0.99, 0.26, 0.30], [-0.33, -0.79, 0.10], [0.86, 0.88, 0.37], [3.61, 0.41, 0.96], [-0.26, -0.22, -0.05], [0.15, 0.44, -0.15], [0.34, -0.13, -0.16], [0.25, -0.19, -0.93], [0.09, 0.64, 0.73], [0.41, -1.97, 0.45], [-1.91, -0.11, 0.98], [-1.33, -1.17, 1.41], [0.33, 0.65, 0.09], [-0.37, 0.37, 0.19], [0.18, -0.15, -0.23], [0.10, -0.38, -0.29], [-0.47, 0.24, 0.05], [-1.09, -0.52, -1.39], [-0.98, -1.64, -0.20], [-0.90, 2.89, 0.76], [1.60, -1.21, 0.11], [-0.48, -0.68, -0.49], [-0.07, 0.09, 0.52], [0.06, -0.12, -0.43], [0.45, 0.69, -0.29], [0.97, 1.53, -0.39], [0.73, -0.11, -1.17], [-0.46, 0.87, -0.93], [-1.15, -1.17, 2.45], [0.36, -0.06, 0.10], [-0.38, -0.01, -0.50], [0.06, -0.81, -0.31], [0.28, -0.06, -0.08], [1.59, -1.53, 0.57], [-0.50, 0.76, -1.18], [-1.01, 1.00, 0.34], [-0.13, -0.15, 0.06], [0.06, 0.04, 0.15], [-0.20, -0.10, 0.27]]}

=====

{"formula": "C5H8O2", "method": "wB97M-V/def2-TZVPD", "largest_force_ev_per_a": 0.5, "total_energy_ev": -9408.6458, "homo_energy_ev": -9.7, "smiles": "O=C1CCC(=O)C1.[H][H]", "e_above_lowest_kj_mol": 114.5, "homo_lumo_gap_ev": 10.19, "lumo_ev": 0.488, "elements": ["C", "C", "O", "C", "C", "C", "O", "H", "H", "H", "H", "H", "H", "H", "H"], "xyz": [[0.41187, 0.60297, -0.66367], [-0.52856, -0.56402, -0.41628], [-1.34321, -1.00599, -1.18855], [-0.33150, -1.06602, 1.00987], [0.24137, 0.12530, 1.78159], [0.73556, 1.12209, 0.72807], [1.26843, 2.17267, 0.97546], [-0.52451, 0.06143, -3.78425], [-0.00738, 1.37347, -1.31558], [1.33571, 0.24225, -1.13926], [-0.88789, -0.21146, -3.19312], [-1.27988, -1.45026, 1.39020], [0.37369, -1.90623, 0.97635], [-0.52429, 0.63275, 2.37941], [1.06061, -0.12895, 2.45976]], "forces_ev_per_a": [[-0.07, 0.06, -0.05], [-0.25, -0.22, -0.16], [0.30, 0.13, 0.32], [-0.04, -0.05, -0.02], [0.05, 0.05, 0.05], [0.11, 0.20, 0.12], [-0.10, -0.29, -0.07], [-0.01, 0.02, -0.05], [0.05, -0.12, 0.11], [-0.14, 0.01, 0.10], [0.06, 0.04, -0.15], [0.13, 0.04, -0.01], [-0.08, 0.12, -0.03], [0.12, -0.04, -0.08], [-0.10, 0.06, -0.09]]}